1.
Computed, not measured: C61H80I2O5PSSe3Zr as an isolated structure, with ωB97M-V/def2-TZVPD.

Geometry (Å):
Zr (0.89, -1.18, 0.32)
C (-4.05, 4.76, 1.48)
C (-4.47, 3.48, 2.19)
C (-4.50, 3.75, 3.70)
C (-5.88, 3.11, 1.72)
C (-3.52, 2.32, 1.89)
C (-2.44, 2.43, 1.03)
C (-1.63, 1.33, 0.81)
Se (-0.02, 1.46, -0.22)
C (0.98, 2.16, 1.27)
C (1.00, 3.51, 1.46)
C (1.69, 4.06, 2.54)
C (2.36, 3.16, 3.36)
C (2.38, 1.77, 3.18)
C (1.62, 1.24, 2.13)
O (1.47, -0.06, 1.88)
C (3.25, 0.97, 4.16)
C (3.26, -0.53, 3.91)
C (2.76, 1.21, 5.60)
C (4.70, 1.47, 4.03)
C (1.66, 5.56, 2.78)
C (2.55, 5.98, 3.95)
C (0.21, 5.99, 3.09)
C (2.14, 6.30, 1.52)
C (-1.86, 0.08, 1.37)
O (-1.11, -0.95, 0.98)
C (-2.92, -0.04, 2.30)
C (-3.72, 1.08, 2.50)
C (-3.28, -1.35, 3.00)
C (-4.12, -1.10, 4.26)
C (-2.03, -2.13, 3.44)
C (-4.10, -2.20, 2.03)
H (-4.75, 5.57, 1.73)
H (-4.04, 4.64, 0.40)
H (-3.05, 5.09, 1.79)
H (-5.14, 4.61, 3.92)
H (-3.49, 3.97, 4.07)
H (-4.87, 2.90, 4.26)
H (-6.58, 3.92, 1.92)
H (-6.25, 2.22, 2.23)
H (-5.89, 2.90, 0.65)
H (-2.20, 3.36, 0.54)
H (0.48, 4.15, 0.75)
H (2.93, 3.55, 4.19)
H (2.28, -0.98, 4.01)
H (3.93, -1.00, 4.64)
H (3.62, -0.78, 2.91)
H (1.75, 0.79, 5.73)
H (2.72, 2.26, 5.86)
H (3.42, 0.71, 6.30)
H (5.03, 1.39, 2.99)
H (5.35, 0.86, 4.65)
H (4.81, 2.51, 4.34)
H (2.22, 5.53, 4.89)
H (2.51, 7.07, 4.07)
H (3.59, 5.70, 3.78)
H (-0.14, 5.51, 4.01)
H (-0.46, 5.69, 2.28)
H (0.15, 7.07, 3.21)
H (3.14, 5.98, 1.24)
H (2.16, 7.38, 1.70)
H (1.48, 6.12, 0.67)
H (-4.55, 0.99, 3.19)
H (-3.66, -0.34, 4.90)
H (-4.19, -2.02, 4.84)
H (-5.14, -0.79, 4.03)
H (-1.35, -1.49, 4.01)
H (-1.47, -2.51, 2.59)
H (-2.33, -2.96, 4.08)
H (-5.03, -1.70, 1.77)
H (-4.34, -3.17, 2.47)
H (-3.54, -2.37, 1.11)
O (5.65, -1.52, -2.77)
C (4.41, -2.23, -2.92)
C (4.15, -3.25, -1.80)
C (5.11, -4.44, -1.99)
O (6.48, -4.08, -1.87)
C (2.75, -3.82, -2.03)
Se (1.19, -2.61, -2.08)
C (4.40, -2.66, -0.39)
Se (3.02, -2.86, 1.00)
H (5.47, -0.78, -2.19)
H (4.48, -2.76, -3.87)
H (3.58, -1.52, -2.98)
H (4.92, -4.89, -2.97)
H (4.91, -5.19, -1.22)
H (6.57, -3.17, -2.20)
H (2.54, -4.58, -1.28)
H (2.73, -4.29, -3.02)
H (4.61, -1.60, -0.44)
H (5.28, -3.13, 0.03)
I (-2.05, -1.10, -1.80)
C (-2.67, -1.32, -3.80)
C (-3.74, -2.17, -3.88)
C (-4.39, -2.44, -5.10)
C (-3.95, -1.83, -6.23)
C (-2.85, -0.93, -6.19)
C (-2.48, -0.30, -7.40)
C (-1.44, 0.58, -7.43)
C (-0.72, 0.82, -6.25)
C (-1.01, 0.21, -5.05)
P (0.20, 0.56, -3.69)
C (1.72, 0.16, -4.63)
C (1.82, -1.17, -5.05)
C (2.96, -1.64, -5.69)
C (4.04, -0.79, -5.89)
C (3.96, 0.52, -5.46)
C (2.81, 0.99, -4.84)
C (0.05, 2.39, -3.64)
C (1.07, 3.21, -3.16)
C (0.85, 4.55, -2.88)
C (-0.42, 5.10, -3.05)
C (-1.45, 4.30, -3.52)
C (-1.22, 2.96, -3.81)
C (-2.15, -0.67, -4.97)
H (-4.12, -2.63, -2.98)
H (-5.22, -3.13, -5.12)
H (-4.43, -2.00, -7.19)
H (-3.04, -0.53, -8.29)
H (-1.16, 1.08, -8.35)
H (0.13, 1.49, -6.30)
H (0.99, -1.85, -4.87)
H (3.01, -2.67, -6.00)
H (4.94, -1.16, -6.36)
H (4.80, 1.19, -5.60)
H (2.78, 2.03, -4.52)
H (2.04, 2.79, -2.92)
H (1.66, 5.15, -2.49)
H (-0.59, 6.14, -2.82)
H (-2.44, 4.71, -3.65)
H (-2.04, 2.36, -4.17)
C (-0.06, -6.38, 4.04)
C (-0.45, -5.56, 2.81)
C (0.65, -5.57, 1.77)
S (0.46, -4.52, 0.33)
O (-0.02, -3.18, 0.93)
C (-1.06, -5.20, -0.41)
C (-2.36, -4.57, 0.06)
C (-3.49, -4.81, -0.93)
H (-0.84, -6.36, 4.79)
H (0.85, -5.98, 4.49)
H (0.13, -7.42, 3.78)
H (-0.65, -4.53, 3.10)
H (-1.38, -5.96, 2.39)
H (0.83, -6.57, 1.37)
H (1.59, -5.21, 2.20)
H (-1.02, -6.28, -0.25)
H (-0.92, -5.00, -1.48)
H (-2.19, -3.50, 0.18)
H (-2.64, -4.95, 1.04)
H (-3.18, -4.54, -1.94)
H (-4.36, -4.21, -0.68)
H (-3.80, -5.86, -0.95)
I (3.06, 0.58, -0.97)

The net charge is -1. Its HOMO energy is -0.169 Ha. The HOMO-LUMO gap is 6.58 eV.

***

2.
Computed, not measured: one molecule with the formula C5H7NO, with ωB97M-V/def2-TZVPD.

Geometry (Å):
O (2.32, 1.11, 0.65)
C (1.14, 1.32, 0.54)
C (0.33, 0.91, -0.66)
C (0.05, -0.48, -1.05)
C (-0.08, -1.40, 0.15)
C (-1.14, -0.39, 0.66)
N (-1.05, 0.44, -0.58)
H (0.60, 1.90, 1.32)
H (0.48, 1.61, -1.49)
H (0.13, -0.80, -2.08)
H (0.82, -1.56, 0.75)
H (-0.52, -2.36, -0.11)
H (-0.92, 0.15, 1.58)
H (-2.15, -0.82, 0.74)

As for the SMILES: O=C[C@H]1[C@H]2CCN21. Its HOMO energy is -0.350 Ha. The HOMO-LUMO gap is 10.39 eV.

***

3.
Computed, not measured: one molecule with the formula C4H5N3S, with ωB97M-V/def2-TZVPD.

Geometry (Å):
C (0.37, 0.42, -2.60)
N (1.26, 0.22, -1.72)
N (0.62, 0.21, -0.44)
C (-0.48, -0.32, 0.15)
C (-0.38, -0.32, 1.52)
S (-1.48, -0.79, 2.72)
C (1.06, -0.05, 1.62)
N (1.60, 0.26, 0.53)
H (0.72, 0.56, -3.58)
H (-0.92, 0.67, -2.61)
H (-1.30, -0.64, -0.36)
H (-2.72, -0.27, 2.09)
H (1.66, 0.06, 2.69)

As for the SMILES: C=Nn1cc(S)cn1. Its HOMO energy is -0.306 Ha. The HOMO-LUMO gap is 8.73 eV.

***

4.
Computed, not measured: a 2-piece molecular cluster, CH8BN3 overall, with ωB97M-V/def2-TZVPD.

Geometry (Å):
B (-0.56, -1.23, -0.70)
C (-0.06, 0.00, 1.57)
N (0.91, 2.11, -0.79)
N (-0.83, -2.52, -1.04)
N (-0.71, -0.53, 0.48)
H (0.80, 1.63, -1.68)
H (-0.37, 0.85, 2.19)
H (0.82, -0.56, 1.80)
H (1.86, 2.64, -0.70)
H (1.04, 1.38, -0.03)
H (-0.50, -3.16, -1.88)
H (-1.08, -3.13, -0.18)
H (-1.56, 0.12, 0.32)

Its HOMO energy (spin up / spin down) is -0.246 / -0.233 Ha. The HOMO-LUMO gap (spin up / spin down) is 6.74 / 6.77 eV.

***

5.
Computed, not measured: a 7-piece molecular cluster, C7H21N7O14 overall, with ωB97M-V/def2-TZVPD.

Geometry (Å):
C (-3.74, 1.18, -5.46)
N (-5.19, 1.11, -5.68)
O (-5.61, 1.05, -6.83)
O (-5.85, 1.29, -4.68)
H (-3.30, 1.27, -6.46)
H (-3.53, 0.32, -4.83)
H (-3.50, 2.13, -4.99)
C (-3.33, -5.59, -4.23)
N (-3.90, -5.03, -2.93)
O (-3.16, -4.36, -2.26)
O (-5.10, -5.17, -2.77)
H (-3.50, -4.76, -4.92)
H (-3.90, -6.48, -4.52)
H (-2.25, -5.63, -4.13)
C (-3.56, -3.42, 4.93)
N (-3.44, -4.70, 5.64)
O (-2.58, -4.80, 6.49)
O (-4.30, -5.58, 5.42)
H (-4.59, -3.07, 4.91)
H (-3.19, -3.70, 3.94)
H (-2.94, -2.68, 5.44)
C (1.24, 0.24, 0.33)
N (0.85, 1.42, 1.12)
O (0.17, 1.30, 2.16)
O (1.31, 2.52, 0.74)
H (0.39, -0.08, -0.26)
H (1.39, -0.61, 1.01)
H (2.13, 0.42, -0.28)
C (3.89, -6.16, 5.60)
N (4.57, -4.81, 5.28)
O (4.20, -4.20, 4.30)
O (5.50, -4.42, 6.02)
H (4.68, -6.90, 5.72)
H (3.25, -6.46, 4.77)
H (3.28, -6.11, 6.50)
C (-1.50, 8.28, -1.01)
N (-2.52, 9.29, -0.68)
O (-3.41, 9.43, -1.50)
O (-2.24, 9.91, 0.33)
H (-1.55, 7.92, -2.04)
H (-1.66, 7.35, -0.46)
H (-0.47, 8.59, -0.85)
C (8.69, 4.38, -1.60)
N (7.42, 4.09, -0.84)
O (6.85, 3.07, -1.23)
O (7.10, 4.80, 0.05)
H (8.82, 5.45, -1.38)
H (8.60, 4.22, -2.67)
H (9.45, 3.71, -1.19)

As for the SMILES: C[N+](=O)[O-].C[N+](=O)[O-].C[N+](=O)[O-].C[N+](=O)[O-].C[N+](=O)[O-].C[N+](=O)[O-].C[N+](=O)[O-]. Its HOMO energy is -0.409 Ha. The HOMO-LUMO gap is 10.98 eV.

***

6.
Computed, not measured: C33H25Cl2MoN4O4S as an isolated structure, with ωB97M-V/def2-TZVPD.

Geometry (Å):
Mo (-0.32, 0.21, 0.61)
O (0.97, 3.05, 2.07)
C (1.06, 1.91, 1.60)
O (1.07, 1.62, 0.30)
C (1.15, 0.71, 2.47)
C (1.31, 0.83, 3.88)
C (1.51, -0.28, 4.62)
C (1.56, -1.57, 3.99)
C (1.84, -2.74, 4.71)
C (1.91, -3.95, 4.07)
C (1.67, -4.03, 2.70)
C (1.40, -2.89, 1.96)
C (1.34, -1.64, 2.60)
N (1.10, -0.51, 1.87)
H (1.30, 1.83, 4.30)
H (1.67, -0.22, 5.69)
H (2.01, -2.67, 5.78)
H (2.13, -4.86, 4.63)
H (1.71, -4.98, 2.19)
H (0.30, -2.58, 0.27)
C (-2.45, 5.69, 4.01)
C (-3.03, 4.27, 3.88)
C (-4.43, 4.22, 4.51)
C (-2.11, 3.31, 4.63)
C (-3.13, 3.91, 2.39)
C (-3.88, 4.72, 1.52)
C (-3.93, 4.49, 0.16)
C (-3.21, 3.41, -0.34)
S (-2.93, 2.95, -1.99)
C (-1.91, 1.66, -1.45)
N (-1.81, 1.54, -0.15)
C (-2.50, 2.57, 0.51)
C (-2.46, 2.82, 1.87)
C (-1.10, 0.78, -2.27)
C (-1.12, 0.77, -3.67)
C (-0.27, -0.08, -4.34)
C (0.60, -0.90, -3.62)
C (0.60, -0.88, -2.23)
C (-0.25, -0.04, -1.51)
H (-2.34, 5.95, 5.06)
H (-3.09, 6.43, 3.53)
H (-1.47, 5.73, 3.53)
H (-4.37, 4.49, 5.57)
H (-4.85, 3.22, 4.43)
H (-5.12, 4.92, 4.02)
H (-2.05, 3.63, 5.68)
H (-1.11, 3.32, 4.21)
H (-2.49, 2.29, 4.61)
H (-4.42, 5.58, 1.92)
H (-4.48, 5.15, -0.49)
H (-1.87, 2.16, 2.49)
H (-1.80, 1.43, -4.21)
H (-0.27, -0.10, -5.43)
H (1.28, -1.56, -4.15)
H (1.30, -1.52, -1.70)
Cl (-0.66, -4.29, -1.31)
C (1.06, -4.54, -1.24)
C (1.63, -5.41, -2.15)
C (3.00, -5.64, -2.12)
C (3.77, -4.97, -1.19)
C (3.19, -4.07, -0.31)
Cl (4.26, -3.14, 0.69)
C (1.80, -3.85, -0.28)
N (1.19, -2.95, 0.57)
H (1.00, -5.91, -2.87)
H (3.45, -6.33, -2.81)
H (4.85, -5.09, -1.16)
O (-1.75, -0.19, 2.05)
N (-2.13, -1.34, 1.59)
O (-1.46, -1.53, 0.54)

The net charge is -1. Its HOMO energy (spin up / spin down) is -0.127 / -0.128 Ha. The HOMO-LUMO gap (spin up / spin down) is 5.94 / 5.96 eV.

***

7.
Computed, not measured: a 2-piece molecular cluster, C30H38N3O5S overall, with ωB97M-V/def2-TZVPD.

Geometry (Å):
C (-1.85, -4.61, -2.09)
N (-1.43, -3.24, -2.39)
C (-1.84, -2.69, -3.59)
S (-2.61, -3.51, -4.81)
N (-1.49, -1.35, -3.64)
C (-1.70, -0.62, -4.88)
C (-0.26, -1.15, -2.96)
O (0.83, -1.17, -3.50)
C (-0.52, -1.19, -1.52)
C (0.15, -0.52, -0.52)
C (0.50, -1.23, 0.70)
C (0.92, -2.58, 0.63)
C (1.26, -3.31, 1.76)
C (1.14, -2.71, 3.05)
N (1.43, -3.42, 4.17)
C (2.11, -4.71, 4.12)
C (1.76, -5.53, 2.88)
C (1.78, -4.71, 1.60)
C (1.49, -2.81, 5.48)
C (0.49, -1.67, 5.63)
C (0.58, -0.68, 4.47)
C (0.72, -1.34, 3.14)
C (0.47, -0.63, 1.97)
C (-1.46, -2.32, -1.29)
O (-2.21, -2.45, -0.34)
H (-1.28, -4.96, -1.22)
H (-2.93, -4.67, -1.88)
H (-1.61, -5.23, -2.96)
H (-1.65, 0.45, -4.66)
H (-0.95, -0.88, -5.64)
H (-2.69, -0.89, -5.25)
H (0.43, 0.51, -0.67)
H (0.98, -3.08, -0.34)
H (3.20, -4.57, 4.16)
H (1.81, -5.26, 5.02)
H (2.48, -6.34, 2.80)
H (0.77, -5.98, 3.00)
H (1.19, -5.22, 0.83)
H (2.81, -4.66, 1.21)
H (1.28, -3.60, 6.21)
H (2.51, -2.43, 5.69)
H (-0.53, -2.07, 5.69)
H (0.70, -1.16, 6.57)
H (-0.32, -0.05, 4.46)
H (1.44, 0.00, 4.64)
H (0.18, 0.43, 2.02)
C (3.92, 3.40, -0.15)
C (3.24, 2.47, -1.13)
O (1.83, 2.60, -0.85)
C (0.97, 2.34, -1.89)
C (-0.19, 3.21, -1.75)
C (-1.35, 2.85, -2.51)
O (-1.69, 1.68, -2.74)
C (-2.20, 4.03, -3.02)
C (-3.42, 4.33, -2.16)
C (-3.13, 5.17, -0.92)
C (-2.18, 4.53, 0.11)
C (-0.73, 4.96, 0.08)
C (0.06, 4.56, -1.18)
O (1.20, 1.49, -2.74)
H (4.97, 3.11, -0.05)
H (3.89, 4.43, -0.53)
H (3.44, 3.41, 0.83)
H (3.47, 2.78, -2.15)
H (3.52, 1.42, -0.97)
H (-1.57, 4.92, -3.13)
H (-2.56, 3.75, -4.02)
H (-4.15, 4.86, -2.78)
H (-3.90, 3.38, -1.86)
H (-2.79, 6.17, -1.21)
H (-4.10, 5.31, -0.42)
H (-2.56, 4.80, 1.11)
H (-2.25, 3.43, 0.03)
H (-0.64, 6.06, 0.18)
H (-0.21, 4.53, 0.95)
H (1.12, 4.56, -0.91)
H (-0.09, 5.32, -1.95)

The net charge is -1. Its HOMO energy is -0.129 Ha. The HOMO-LUMO gap is 5.65 eV.

***

8.
Computed, not measured: C42H46BrIN3O2TcTe as an isolated structure, with ωB97M-V/def2-TZVPD.

Geometry (Å):
Tc (-0.43, -0.98, 0.37)
C (0.54, -1.90, 2.45)
C (-0.88, -1.83, 2.60)
C (-1.25, -0.47, 2.56)
C (-0.06, 0.30, 2.34)
C (1.04, -0.59, 2.31)
H (1.13, -2.80, 2.55)
H (-1.52, -2.65, 2.87)
H (-2.23, -0.07, 2.76)
H (0.00, 1.38, 2.38)
H (2.08, -0.32, 2.27)
C (-4.06, 2.11, -4.20)
N (-3.26, 1.12, -3.54)
N (-3.17, 1.03, -2.19)
C (-2.28, 0.04, -1.87)
O (-2.06, -0.26, -0.65)
C (-1.81, -0.49, -3.09)
C (-2.44, 0.20, -4.10)
C (-2.30, 0.04, -5.56)
C (-3.83, 1.85, -1.24)
C (-5.22, 1.90, -1.18)
C (-5.82, 2.65, -0.19)
C (-5.05, 3.34, 0.73)
C (-3.67, 3.29, 0.66)
C (-3.05, 2.54, -0.32)
H (-4.30, 2.90, -3.48)
H (-5.00, 1.69, -4.57)
H (-3.51, 2.54, -5.03)
H (-1.08, -1.27, -3.20)
H (-1.67, -0.82, -5.78)
H (-1.85, 0.92, -6.02)
H (-3.28, -0.11, -6.03)
H (-5.82, 1.35, -1.89)
H (-6.90, 2.68, -0.12)
H (-5.52, 3.91, 1.52)
H (-3.06, 3.83, 1.37)
H (-1.97, 2.47, -0.38)
C (2.16, 1.25, -2.38)
C (1.05, 1.06, -1.37)
O (0.76, -0.15, -1.12)
N (0.44, 2.05, -0.78)
Te (0.93, 3.86, -1.47)
C (-0.59, 5.04, -0.56)
C (-0.57, 5.48, 0.77)
C (0.39, 4.90, 1.75)
C (-1.46, 6.47, 1.16)
C (-2.36, 7.03, 0.27)
C (-3.26, 8.16, 0.66)
C (-2.39, 6.55, -1.04)
C (-1.52, 5.57, -1.47)
C (-1.54, 5.09, -2.89)
C (2.66, 4.55, -0.43)
C (3.42, 3.88, 0.53)
C (3.01, 2.58, 1.15)
C (4.60, 4.47, 0.95)
C (5.06, 5.68, 0.44)
C (6.37, 6.26, 0.84)
C (4.26, 6.33, -0.49)
C (3.07, 5.79, -0.94)
C (2.24, 6.54, -1.94)
H (2.56, 0.29, -2.68)
H (2.96, 1.85, -1.94)
H (1.78, 1.77, -3.27)
H (0.62, 3.86, 1.49)
H (-0.02, 4.94, 2.76)
H (1.32, 5.47, 1.76)
H (-1.43, 6.82, 2.18)
H (-3.27, 8.30, 1.74)
H (-4.27, 7.98, 0.31)
H (-2.91, 9.08, 0.20)
H (-3.10, 6.97, -1.73)
H (-2.46, 5.40, -3.38)
H (-1.46, 4.00, -2.93)
H (-0.71, 5.52, -3.46)
H (2.05, 2.23, 0.79)
H (2.96, 2.69, 2.24)
H (3.76, 1.82, 0.94)
H (5.18, 3.96, 1.70)
H (6.80, 5.73, 1.68)
H (6.26, 7.31, 1.09)
H (7.06, 6.20, 0.00)
H (4.58, 7.29, -0.89)
H (2.69, 7.51, -2.14)
H (1.23, 6.72, -1.55)
H (2.17, 6.00, -2.88)
Br (-0.51, -5.30, -3.78)
C (-1.91, -5.19, -2.52)
C (-3.08, -5.92, -2.73)
C (-4.13, -5.80, -1.83)
C (-4.01, -4.98, -0.72)
C (-2.84, -4.28, -0.49)
C (-1.80, -4.38, -1.40)
I (0.04, -3.32, -1.04)
H (-3.16, -6.57, -3.58)
H (-5.04, -6.36, -2.00)
H (-4.83, -4.90, -0.02)
H (-2.74, -3.65, 0.38)

The net charge is +2. Its HOMO energy (spin up / spin down) is -0.488 / -0.485 Ha. As for the spin multiplicity: 3. The HOMO-LUMO gap (spin up / spin down) is 8.03 / 7.57 eV.